Record 1
{"formula": "C4H5N4O", "method": "the ωB97M-V functional and the def2-TZVPD basis", "total_charge": 1, "spin_multiplicity": 1, "homo_energy_ha": [-0.528, -0.512], "orbital_gap_ev": [8.018, 6.550], "e_lumo_ev": [-6.35, -7.39], "symbols": ["C", "C", "H", "H", "H", "N", "N", "C", "N", "H", "O", "H", "C", "N"], "xyz": [[1.0020, -1.2146, 0.4692], [-0.9397, -2.3151, 0.0114], [1.6535, 1.6006, 0.8526], [-1.4919, -3.2398, -0.0667], [-1.8237, 2.7229, -0.5276], [-0.9887, 2.1885, -0.7998], [0.3228, -2.3245, 0.3890], [0.3570, -0.0036, 0.1159], [-0.9049, -0.1154, -0.2137], [2.0306, -1.2688, 0.7992], [-0.0980, 2.3083, 0.1351], [1.4866, 1.4623, -0.9279], [0.9627, 1.3786, 0.0356], [-1.5682, -1.1793, -0.2723]], "lowdin_charge": [-0.001, -0.097, 0.157, 0.137, 0.134, 0.273, 0.145, -0.163, 0.106, 0.141, -0.056, 0.160, -0.062, 0.127]}



Record 2
{"formula": "C29H47IN5O3P2S2SeTc", "method": "the ωB97M-V functional and the def2-TZVPD basis", "total_charge": 1, "spin_multiplicity": 2, "homo_energy_ha": [-0.365, -0.354], "orbital_gap_ev": [7.683, 6.855], "e_lumo_ev": [-2.25, -2.79], "symbols": ["H", "H", "C", "Se", "H", "H", "H", "O", "I", "O", "H", "H", "C", "C", "H", "C", "H", "H", "O", "H", "C", "C", "H", "H", "H", "C", "P", "C", "H", "H", "C", "H", "C", "C", "H", "H", "C", "P", "H", "H", "C", "H", "C", "H", "H", "H", "H", "H", "H", "C", "H", "H", "H", "C", "H", "H", "C", "C", "H", "C", "H", "C", "N", "Tc", "H", "H", "N", "H", "H", "H", "C", "H", "H", "C", "C", "C", "H", "H", "H", "N", "C", "H", "S", "N", "H", "C", "C", "N", "C", "S", "C"], "xyz": [[0.6718, 3.9786, -2.1970], [0.4249, 2.7032, 4.1921], [-1.3908, -2.6662, 3.2694], [-0.7731, -1.3195, 0.8773], [-3.3168, 3.9804, 1.4031], [-0.1397, -2.8589, -5.2602], [2.8698, 2.6069, 4.5931], [1.5921, -1.9287, -4.5420], [3.6620, 5.3510, 1.2505], [-0.3360, 1.9801, -1.4430], [-3.0369, 0.8482, 1.2605], [0.7573, -1.8443, -6.3910], [-1.1838, -3.5335, 4.3293], [2.1929, 2.9494, -0.0312], [-1.2291, 1.5203, -3.6800], [1.0775, -3.8705, 3.6766], [-2.3786, 2.6113, -4.4759], [2.0434, -4.3449, 3.8277], [1.0948, -3.6741, -2.9156], [-2.3003, 2.8250, 2.2631], [-3.2567, 1.3727, 0.3306], [2.1204, -2.8162, 1.6841], [1.0919, -4.2474, -6.9481], [-0.3526, -5.9958, 5.5861], [-2.4572, 5.7535, -2.1155], [1.0546, 2.0793, 3.5675], [1.2062, -2.1134, -3.0309], [1.2858, 0.5341, 1.7230], [-4.7162, 2.0520, -2.5911], [5.4437, 2.8499, -0.3073], [3.2202, 1.2092, 3.0014], [-0.9537, -3.5995, -1.0733], [4.3700, 2.7577, -0.2798], [-0.4864, -4.5651, -1.2667], [0.5563, 5.5806, -1.4568], [-0.5832, 1.3653, 2.3623], [0.9245, -3.0122, 2.5836], [-1.5814, 2.7836, -1.2197], [4.1296, 0.9056, -1.2864], [-2.7110, -0.9564, 3.1334], [0.4860, 1.3314, 2.5460], [-4.2004, 3.6779, -3.0619], [0.0035, 4.8075, -1.9935], [-2.8910, 1.0018, -3.9448], [-3.1220, 0.6695, -0.4867], [1.2760, -5.3681, 5.8397], [-1.5449, 4.1119, 1.3232], [-0.1021, -4.6209, 6.6538], [-4.2931, 3.2301, -1.3528], [0.0470, -4.1430, 4.5574], [1.5451, -3.8939, -0.9015], [-3.2205, -2.3226, 2.1483], [-1.0441, -5.0804, -2.0504], [0.8585, -2.5978, -5.6153], [-3.4247, -2.3829, 3.8934], [-2.0106, -3.7349, 5.0050], [-2.3805, 3.4176, 1.3493], [0.6714, -0.1488, 0.5481], [-0.3319, 5.2262, -2.9471], [-2.1754, 5.4132, -1.1144], [-3.0710, 5.0625, -0.6093], [-0.3168, -2.4054, 2.3988], [-2.6550, 2.3947, -2.3913], [1.0036, 0.3433, -1.2497], [2.6303, -3.7694, 1.5284], [3.2807, -0.1396, 1.3334], [-1.1458, 4.3722, -1.1872], [2.8410, -2.1411, 2.1465], [1.8613, -2.4077, 0.7096], [1.7174, -4.5514, -5.3196], [-2.2592, 1.8565, -3.6936], [2.6186, -3.5117, -6.4385], [1.1883, 3.2369, 0.2348], [2.4252, 2.0232, 3.7969], [0.2311, -5.0825, 5.7221], [-4.0340, 2.8689, -2.3462], [-4.3026, 1.6930, 0.3478], [-1.7938, 6.2700, -0.5573], [1.4250, -5.3685, -1.8616], [3.7399, 1.7091, -0.8176], [3.4000, 3.5861, 0.2452], [-0.5419, -5.1602, -0.3519], [-0.4605, -1.0994, -2.5639], [2.4044, 1.8003, -0.6723], [4.2868, 1.1469, 3.1837], [0.9595, -4.4086, -1.6600], [2.6539, 0.4753, 1.9686], [-2.3537, 2.5218, 0.1985], [-2.7591, -2.0474, 3.0994], [2.6518, -1.3109, -1.8896], [1.6225, -3.8020, -6.1034]], "lowdin_charge": [0.062, 0.109, -0.293, 1.059, 0.088, 0.109, 0.108, -0.323, 0.915, -0.434, 0.057, 0.121, -0.012, -0.195, 0.038, -0.009, 0.089, 0.123, -0.302, 0.078, -0.099, -0.058, 0.087, 0.086, 0.090, -0.063, -0.080, -0.335, 0.094, 0.132, -0.066, 0.014, -0.114, -0.075, 0.089, 0.086, -0.256, 0.530, 0.110, 0.063, -0.056, 0.090, -0.089, 0.087, 0.080, 0.076, 0.083, 0.084, 0.067, -0.257, 0.075, 0.072, 0.086, -0.248, 0.079, 0.123, -0.095, -0.625, 0.090, -0.097, 0.062, -0.382, -0.290, 0.849, 0.091, 0.103, -0.290, 0.076, 0.004, 0.072, -0.097, 0.086, 0.109, -0.077, -0.043, -0.098, 0.089, 0.095, 0.126, 0.019, -0.764, 0.090, 0.328, -0.131, 0.112, -0.231, -0.087, -0.277, -0.085, 0.354, -0.067]}



Record-wise energy relative to the best compared isomer or geometry (same formula, charge and spin) values, in kJ/mol: 325.6; 42.2